{
  "formula": "C6H10O",
  "method": "ωB97M-V/def2-TZVPD",
  "homo_energy_ev": -9.07,
  "mol_weight_g_mol": 98.1,
  "smiles": "C=CO.C#C.C=C",
  "multiplicity": 1,
  "de_lowest_kcal_mol": 84.36,
  "gap_ev": 10.0,
  "total_charge": 0,
  "elements": ["O", "C", "C", "C", "C", "C", "C", "H", "H", "H", "H", "H", "H", "H", "H", "H", "H"],
  "xyz": [[1.397, -1.519, 1.578], [0.639, 2.080, -0.832], [-1.889, -0.332, 0.565], [1.004, -1.651, -0.789], [1.463, -1.046, 0.304], [-2.515, 0.840, 0.621], [1.748, 2.410, -1.161], [-0.337, 1.758, -0.527], [1.101, -1.167, -1.754], [-2.339, 1.541, 1.433], [-3.230, 1.144, -0.140], [-2.062, -1.033, -0.248], [0.519, -2.625, -0.752], [-1.167, -0.634, 1.320], [1.003, -2.402, 1.559], [1.933, -0.068, 0.277], [2.733, 2.704, -1.452]]
}

=====

{
  "formula": "Cl5INa9O16S4",
  "method": "ωB97M-V/def2-TZVPD",
  "homo_energy_ev": 5.16,
  "mol_weight_g_mol": 895.3,
  "multiplicity": 1,
  "gap_ev": 0.8,
  "total_charge": -5,
  "elements": ["I", "Cl", "Cl", "Cl", "Cl", "Cl", "S", "S", "S", "S", "Na", "Na", "Na", "Na", "Na", "Na", "Na", "Na", "Na", "O", "O", "O", "O", "O", "O", "O", "O", "O", "O", "O", "O", "O", "O", "O", "O"],
  "xyz": [[9.089, 8.984, 10.653], [4.698, 8.794, 11.868], [10.302, 5.026, 8.981], [6.580, 5.093, 11.531], [12.219, 11.948, 11.018], [11.735, 8.932, 7.729], [7.461, 9.852, 6.419], [8.693, 13.730, 12.502], [12.704, 7.963, 13.647], [8.308, 9.874, 15.408], [13.044, 6.119, 10.401], [9.565, 11.768, 9.045], [9.812, 7.045, 6.756], [12.627, 9.186, 10.460], [10.395, 10.715, 13.559], [6.496, 7.758, 9.530], [9.545, 5.184, 11.753], [6.612, 6.989, 13.800], [6.238, 11.170, 12.684], [9.305, 15.078, 12.190], [11.858, 7.201, 14.635], [6.365, 10.333, 5.469], [7.272, 10.145, 16.408], [8.418, 8.474, 15.344], [8.600, 12.903, 11.279], [12.587, 7.440, 12.311], [7.480, 10.674, 7.595], [14.095, 7.723, 13.965], [9.413, 13.071, 13.634], [8.741, 9.792, 5.732], [7.301, 13.945, 12.964], [12.232, 9.318, 13.619], [9.440, 10.526, 15.909], [7.965, 10.394, 14.108], [7.085, 8.574, 6.967]]
}

=====

{
  "formula": "C2H14NO5",
  "method": "ωB97M-V/def2-TZVPD",
  "homo_energy_ev": -13.83,
  "mol_weight_g_mol": 132.1,
  "multiplicity": 1,
  "de_lowest_kcal_mol": 24.07,
  "gap_ev": 10.7,
  "total_charge": 1,
  "elements": ["O", "O", "O", "O", "O", "N", "C", "C", "H", "H", "H", "H", "H", "H", "H", "H", "H", "H", "H", "H", "H", "H"],
  "xyz": [[-1.050, -1.290, 2.437], [0.348, 0.961, -4.042], [1.357, 0.416, -1.557], [-0.053, 2.655, 2.336], [-1.744, -0.718, -0.925], [0.753, -1.929, 0.534], [-0.685, -0.378, 1.745], [0.717, -0.582, 1.100], [0.784, 0.224, 0.370], [1.867, 1.238, -1.534], [0.819, 0.547, -2.374], [0.585, -1.872, -0.470], [0.081, 0.219, -4.598], [0.074, -2.495, 1.062], [1.649, -2.406, 0.661], [-0.133, 3.532, 1.935], [-2.482, -0.102, -0.939], [-1.215, 0.544, 1.497], [0.655, 1.627, -4.670], [1.372, -0.419, 1.940], [0.914, 2.589, 2.323], [-1.137, -0.484, -1.636]]
}

=====

{
  "formula": "C5H4O",
  "method": "ωB97M-V/def2-TZVPD",
  "homo_energy_ev": -8.10,
  "mol_weight_g_mol": 80.1,
  "multiplicity": 1,
  "de_lowest_kcal_mol": 132.98,
  "gap_ev": 7.2,
  "total_charge": 0,
  "elements": ["O", "C", "C", "C", "C", "C", "H", "H", "H", "H"],
  "xyz": [[1.512, 0.305, 0.017], [1.311, -0.196, -1.140], [-0.286, -0.773, -1.064], [-0.767, 0.650, 0.833], [0.641, 0.634, 0.980], [-1.241, -0.364, 0.056], [-0.677, -0.386, -2.010], [-1.358, 1.184, 1.557], [1.120, 0.808, 1.931], [-0.255, -1.862, -1.159]]
}